{
  "formula": "C39H62N3PbSSi2Te",
  "method": "ωB97M-V with the def2-TZVPD basis set",
  "total_charge": -1,
  "de_lowest_kcal_mol": 0.0,
  "lumo_ev": 2.03,
  "e_tot_ha": -3125.76627,
  "orbital_gap_ev": 5.28,
  "symbols": ["Pb", "S", "C", "C", "C", "C", "C", "N", "H", "H", "H", "H", "C", "C", "C", "C", "C", "C", "C", "C", "C", "C", "C", "C", "N", "C", "C", "N", "C", "C", "C", "C", "C", "C", "C", "C", "C", "C", "C", "C", "H", "H", "H", "H", "H", "H", "H", "H", "H", "H", "H", "H", "H", "H", "H", "H", "H", "H", "H", "H", "H", "H", "H", "H", "H", "H", "H", "H", "H", "H", "H", "H", "H", "H", "H", "H", "C", "Si", "C", "C", "C", "Te", "C", "Si", "C", "C", "C", "H", "H", "H", "H", "H", "H", "H", "H", "H", "H", "H", "H", "H", "H", "H", "H", "H", "H", "H", "H", "H", "H"],
  "xyz": [[0.17528, 0.59792, -0.32955], [1.68601, 2.28880, -2.04213], [2.23735, 0.78095, -2.70071], [3.43646, 0.67381, -3.43584], [3.79737, -0.53876, -3.97532], [2.97830, -1.65406, -3.78263], [1.83366, -1.48001, -3.03240], [1.47135, -0.30970, -2.50423], [4.04576, 1.55698, -3.56941], [4.71290, -0.62412, -4.54944], [3.22131, -2.62151, -4.20009], [1.15150, -2.30646, -2.84883], [-0.35673, -3.32071, -0.19605], [-1.69713, -3.36629, -0.92374], [-2.83103, -2.88599, -0.01651], [-1.62531, -2.68003, -2.27873], [-1.64489, -3.50170, -3.40287], [-1.59905, -2.97946, -4.68406], [-1.52235, -1.60813, -4.84637], [-1.48069, -0.74889, -3.75257], [-1.38738, 0.74487, -4.00042], [-2.75014, 1.32140, -4.39321], [-0.35166, 1.10767, -5.06505], [-1.54083, -1.28156, -2.44593], [-1.55347, -0.43396, -1.31305], [-2.73306, 0.29733, -1.13021], [-2.74500, 1.42824, -0.40194], [-1.57973, 1.93009, 0.17788], [-1.62549, 3.27912, 0.57988], [-1.87631, 4.30879, -0.35607], [-1.97967, 5.62645, 0.07706], [-1.82195, 5.96303, 1.40863], [-1.55687, 4.95738, 2.32149], [-1.45896, 3.62209, 1.93938], [-1.13735, 2.63427, 3.05222], [-1.93795, 1.33114, 3.07698], [0.36920, 2.38024, 3.12566], [-2.01404, 4.03346, -1.84373], [-3.44437, 4.29673, -2.32145], [-1.02076, 4.85404, -2.66803], [-0.38693, -3.92941, 0.71313], [-0.12252, -2.30098, 0.10632], [0.44995, -3.69245, -0.83234], [-1.89639, -4.42050, -1.14917], [-2.64780, -1.87556, 0.34405], [-2.92171, -3.55344, 0.84555], [-3.78508, -2.88689, -0.54776], [-1.71501, -4.57558, -3.26210], [-1.63002, -3.63541, -5.54595], [-1.48659, -1.19193, -5.84646], [-1.07661, 1.21148, -3.06449], [-3.10547, 0.86610, -5.32298], [-2.67280, 2.39939, -4.55497], [-3.49412, 1.14569, -3.61609], [-0.64006, 0.73359, -6.05106], [0.62891, 0.70588, -4.81895], [-0.26085, 2.19368, -5.13533], [-3.65218, -0.09589, -1.55496], [-3.67446, 1.96434, -0.23416], [-2.17639, 6.40587, -0.65101], [-1.90342, 6.99369, 1.73233], [-1.43339, 5.20634, 3.37082], [-1.39939, 3.16464, 3.97498], [-1.67726, 0.66662, 2.25625], [-3.00952, 1.53031, 3.01091], [-1.74636, 0.81152, 4.02193], [0.74315, 1.90399, 2.21759], [0.61702, 1.72672, 3.96634], [0.91254, 3.31967, 3.24590], [-1.79102, 2.98085, -2.00901], [-3.72668, 5.33816, -2.14320], [-4.15882, 3.65915, -1.79910], [-3.53662, 4.10343, -3.39254], [-1.23232, 5.92486, -2.60136], [-1.08413, 4.56882, -3.72167], [0.00359, 4.68225, -2.33974], [5.25752, -1.67721, 2.76866], [4.39932, -1.36711, 1.12849], [5.38575, -2.18972, -0.24080], [4.25477, 0.46241, 0.78996], [2.68182, -2.11101, 1.16215], [1.43597, -1.28746, 2.70212], [1.58241, -2.94656, 4.04869], [0.24972, -2.85997, 5.36565], [0.40735, -1.25215, 6.31658], [-1.43724, -2.97223, 4.56645], [0.48032, -4.30333, 6.54478], [6.26099, -1.24433, 2.76586], [5.35567, -2.74755, 2.96730], [4.69825, -1.22608, 3.59115], [6.39154, -1.76713, -0.30895], [4.89502, -2.04196, -1.20573], [5.48373, -3.26443, -0.06865], [5.23808, 0.93932, 0.77209], [3.65273, 0.96224, 1.55223], [3.77812, 0.64403, -0.17732], [2.66953, -3.19369, 1.30352], [2.16522, -1.90061, 0.22260], [2.57983, -2.96107, 4.49219], [1.45227, -3.85678, 3.45779], [0.48394, -0.39482, 5.64343], [1.29920, -1.25625, 6.94772], [-0.46071, -1.09239, 6.96015], [-1.56942, -2.21632, 3.78951], [-2.22818, -2.83521, 5.30791], [-1.58094, -3.95034, 4.10040], [1.47382, -4.28632, 6.99821], [0.36443, -5.25637, 6.02409], [-0.25635, -4.27208, 7.35147]],
  "forces_ev_per_a": [[0.0802, -0.0297, 0.1878], [0.0060, -0.0349, -0.0743], [-0.0012, 0.0086, -0.0169], [-0.0076, 0.0143, 0.0071], [-0.0243, -0.0211, 0.0048], [0.0246, 0.0248, 0.0199], [-0.0151, -0.0629, -0.0204], [0.1658, 0.0177, -0.0324], [0.0014, 0.0005, -0.0011], [-0.0001, -0.0035, -0.0018], [-0.0014, 0.0063, -0.0052], [0.0116, 0.0215, -0.0222], [0.0168, -0.0077, 0.0406], [-0.0089, -0.0366, -0.0179], [0.0009, 0.0097, 0.0206], [-0.0047, 0.0630, 0.0048], [0.0165, -0.0153, -0.0148], [0.0050, -0.0392, 0.0132], [0.0504, 0.0417, 0.0170], [-0.0214, -0.0127, -0.0595], [-0.0224, -0.0257, 0.0276], [-0.0288, -0.0061, -0.0133], [-0.0339, 0.0088, 0.0066], [-0.1094, 0.0038, 0.0925], [-0.0941, 0.1026, -0.1455], [0.0123, -0.0011, 0.0755], [0.0358, -0.0078, -0.0272], [-0.0917, 0.0262, -0.0565], [-0.0687, -0.0453, 0.0137], [0.0089, 0.0566, -0.0011], [0.0179, -0.0167, -0.0180], [0.0006, -0.0027, 0.0168], [0.0134, 0.0092, -0.0065], [0.0057, 0.0092, -0.0067], [-0.0166, 0.0174, 0.0103], [0.0074, -0.0237, 0.0199], [0.0352, -0.0103, -0.0211], [-0.0327, -0.0254, 0.0117], [-0.0149, 0.0134, -0.0029], [-0.0082, 0.0089, -0.0202], [0.0004, 0.0009, 0.0016], [0.0100, 0.0255, -0.0100], [0.0111, -0.0023, 0.0059], [-0.0160, 0.0067, 0.0030], [-0.0045, -0.0132, -0.0011], [0.0037, -0.0081, -0.0032], [-0.0009, 0.0030, -0.0046], [-0.0007, -0.0029, -0.0052], [0.0061, 0.0005, -0.0017], [0.0007, -0.0159, 0.0010], [0.0224, 0.0109, 0.0128], [0.0105, -0.0137, -0.0019], [0.0076, -0.0175, -0.0046], [0.0136, 0.0186, -0.0133], [-0.0005, 0.0270, -0.0041], [0.0497, -0.0379, -0.0179], [0.0122, 0.0007, 0.0202], [0.0007, 0.0011, 0.0048], [-0.0039, 0.0051, -0.0077], [-0.0038, 0.0045, 0.0091], [-0.0007, 0.0004, 0.0008], [-0.0009, 0.0029, 0.0034], [-0.0024, -0.0147, 0.0095], [0.0032, 0.0102, 0.0235], [0.0016, -0.0042, -0.0246], [-0.0107, 0.0055, 0.0081], [-0.0245, -0.0158, -0.0120], [0.0010, 0.0010, 0.0099], [0.0015, 0.0001, 0.0036], [0.0176, -0.0224, 0.0051], [0.0034, 0.0075, 0.0066], [0.0073, -0.0020, -0.0036], [-0.0023, 0.0107, 0.0176], [0.0035, -0.0046, 0.0001], [0.0017, -0.0069, 0.0008], [0.0110, -0.0087, 0.0125], [0.0114, -0.0017, 0.0024], [0.0038, 0.0236, -0.0012], [0.0076, 0.0150, 0.0014], [0.0188, -0.0175, -0.0042], [-0.0528, -0.0297, -0.0289], [-0.0424, 0.0735, 0.0366], [0.0766, -0.0527, 0.0183], [0.0010, 0.0130, -0.0457], [0.0117, -0.0004, 0.0008], [-0.0188, -0.0207, -0.0093], [-0.0278, 0.0131, 0.0349], [0.0017, -0.0030, 0.0055], [-0.0045, -0.0028, 0.0038], [-0.0080, -0.0004, -0.0013], [-0.0015, -0.0011, -0.0008], [-0.0149, -0.0040, -0.0210], [-0.0060, -0.0020, -0.0107], [0.0009, 0.0031, -0.0057], [-0.0032, 0.0035, 0.0019], [-0.0137, 0.0304, -0.0030], [0.0184, -0.0002, 0.0140], [0.0000, -0.0166, -0.0284], [-0.0027, -0.0230, -0.0008], [-0.0042, 0.0048, -0.0062], [-0.0267, 0.0037, -0.0074], [0.0113, 0.0132, -0.0124], [0.0050, -0.0068, 0.0146], [0.0158, 0.0185, 0.0154], [-0.0034, -0.0152, 0.0031], [-0.0007, 0.0021, -0.0119], [0.0040, 0.0011, 0.0012], [0.0044, -0.0022, -0.0060], [-0.0002, -0.0062, 0.0014]]
}